{
  "formula": "C60H70As4Br2F24N10",
  "method": "the ωB97M-V functional and the def2-TZVPD basis",
  "total_energy_ha": -19363.0687,
  "homo_lumo_gap_ev": 4.2,
  "charge": 4,
  "multiplicity": 1,
  "elements": ["H", "C", "As", "C", "H", "F", "H", "H", "C", "N", "H", "C", "F", "H", "F", "As", "H", "C", "H", "H", "C", "F", "F", "C", "H", "C", "F", "H", "F", "C", "C", "H", "F", "C", "C", "H", "H", "C", "C", "C", "C", "F", "H", "H", "N", "H", "C", "H", "C", "H", "F", "F", "H", "H", "C", "C", "H", "C", "H", "H", "C", "As", "H", "H", "C", "C", "C", "N", "C", "F", "N", "H", "C", "H", "N", "F", "F", "H", "N", "H", "C", "H", "As", "F", "H", "C", "N", "N", "H", "H", "H", "F", "C", "H", "H", "H", "H", "F", "H", "C", "H", "C", "H", "F", "H", "C", "C", "C", "H", "C", "C", "F", "C", "H", "H", "H", "H", "H", "Br", "H", "C", "H", "C", "F", "C", "F", "Br", "H", "C", "H", "H", "C", "C", "C", "H", "H", "H", "H", "F", "H", "H", "C", "C", "H", "C", "H", "H", "H", "C", "H", "C", "N", "C", "H", "F", "C", "N", "C", "C", "H", "C", "H", "H", "C", "C", "C", "C", "C", "F", "H"],
  "coordinates": [[2.112, 8.539, -6.801], [-4.435, -0.648, 3.822], [-3.097, -0.587, -0.689], [2.900, 4.317, -5.826], [4.582, -4.063, 4.501], [-3.904, -1.484, 0.517], [4.929, -2.831, 2.488], [1.221, 0.850, 7.901], [2.205, -5.292, -1.506], [3.152, -2.846, 3.539], [0.850, -7.798, 6.439], [5.708, 1.705, -3.648], [-2.384, 0.505, -2.005], [0.612, 2.742, -2.756], [3.406, 2.359, 5.550], [0.545, 6.010, -2.598], [-5.737, 4.798, 1.184], [-5.813, 4.397, -2.968], [2.470, -8.324, 5.915], [-4.191, 5.641, 0.907], [2.132, -7.287, 2.182], [-0.557, 7.177, -2.153], [-1.582, -1.027, -0.067], [-5.018, 0.601, 5.744], [0.087, -1.671, 2.571], [-4.038, 0.007, 4.967], [1.789, 6.325, -1.544], [-8.078, -1.908, 4.192], [1.676, 4.673, -3.277], [-2.375, -0.118, 6.716], [3.243, -1.980, 1.357], [7.472, -0.300, -4.805], [-0.623, 5.384, -3.890], [-4.206, 0.108, -7.720], [1.393, -8.320, 5.674], [7.928, 1.992, -6.145], [3.218, -5.678, 0.291], [1.597, 7.552, -6.789], [-4.153, 3.733, -0.953], [-1.101, -0.044, 7.209], [-4.794, 2.500, -4.382], [5.335, 1.427, 3.999], [2.985, -7.394, 1.560], [-8.561, -0.569, 5.150], [1.069, -5.150, -2.258], [7.697, 0.157, -3.121], [-5.885, 5.059, -1.784], [4.091, 7.927, -6.215], [0.242, 1.729, -2.877], [3.962, 2.851, -3.337], [3.714, 0.920, 2.304], [-0.956, -3.871, 4.870], [3.758, -1.886, 0.416], [1.334, -2.854, 4.540], [1.780, -2.638, 3.585], [3.790, 6.889, -6.024], [6.313, 3.936, -6.765], [1.104, -2.055, 2.530], [-5.062, 0.622, -3.321], [0.856, -2.410, -1.096], [-1.528, 0.382, 4.508], [-0.346, -3.992, 6.617], [-6.514, 5.930, -1.558], [-4.470, 4.191, -5.752], [0.915, 1.369, -0.521], [-4.501, 3.116, -5.590], [2.146, -7.844, 3.426], [0.546, 0.883, -1.706], [4.221, 4.601, -5.560], [-0.914, -5.611, 6.756], [-5.034, 4.701, -0.786], [3.109, -5.018, -2.022], [-2.613, 0.068, 5.346], [-6.159, -1.397, 2.657], [1.211, -7.655, 4.357], [0.214, -3.924, 8.201], [-1.867, -3.216, 7.150], [-1.711, 0.462, 3.451], [-4.266, 0.945, -6.529], [-3.195, -0.393, 7.417], [7.784, 0.523, -4.132], [-1.021, -5.369, -2.240], [3.686, 1.753, 3.901], [1.183, 7.006, -3.874], [-5.211, -0.023, -8.082], [4.678, 5.978, -5.605], [-6.717, -0.295, 4.315], [2.508, 6.553, -6.320], [0.970, 5.219, -6.244], [0.624, 1.239, -3.807], [-3.316, 2.214, -2.179], [1.899, 1.927, 3.595], [-0.156, -5.843, -0.324], [0.227, -4.359, -4.014], [1.917, -3.865, -3.706], [0.572, 0.755, 4.485], [5.718, 6.216, -5.382], [-4.715, -0.030, -1.287], [-4.818, 1.372, 6.470], [3.890, -2.592, 2.436], [-0.918, -0.240, 8.248], [-0.012, -6.418, 2.764], [1.671, -5.482, -4.249], [3.819, 3.273, 3.294], [-0.527, -6.689, 4.811], [1.315, 0.551, 0.515], [-6.307, 0.431, 5.427], [1.278, 0.430, 6.896], [4.418, -2.359, 5.089], [0.076, -6.968, 3.999], [3.861, -3.225, 4.749], [1.239, -4.495, 6.004], [-5.141, 5.398, 0.460], [-5.600, 6.345, 0.268], [-1.087, -6.028, 0.189], [-3.502, 0.487, -8.450], [2.473, 3.334, -5.565], [1.661, 0.971, 1.452], [3.115, -1.376, -3.156], [0.941, 2.466, -0.401], [7.077, 2.283, -5.513], [-4.629, -0.771, -5.353], [1.004, -6.539, 1.824], [-3.077, -1.807, -1.797], [2.240, -5.743, -0.223], [3.114, 0.147, 4.536], [5.396, -5.631, 2.044], [-8.631, -0.450, 3.302], [1.210, -4.684, -3.673], [-3.545, 3.510, -0.082], [5.528, 1.081, -2.820], [-5.769, -0.842, 3.501], [-0.286, 0.490, 5.098], [-8.083, -0.821, 4.204], [0.311, -0.765, -2.888], [-3.708, -1.031, 3.137], [-0.845, 1.826, -2.845], [-7.129, 0.865, 5.980], [-3.017, 0.964, 0.335], [-6.388, 4.690, -3.807], [-4.051, 2.598, -7.630], [1.354, -0.851, 0.315], [0.562, -0.464, -1.894], [1.686, -0.583, 6.949], [2.045, 5.319, -6.164], [0.837, 7.610, -6.020], [1.118, -9.380, 5.630], [8.709, 0.938, -4.362], [-4.272, 2.303, -6.644], [3.055, -8.411, 3.722], [-4.841, 1.091, -4.291], [6.828, 1.587, -4.371], [-4.572, 0.302, -5.394], [-0.873, -5.797, 2.611], [-0.163, 4.767, -1.543], [-4.950, 3.296, -3.112], [-0.108, 0.336, 6.418], [-0.123, -5.429, -1.654], [-4.054, 3.000, -2.096], [3.143, -3.462, 5.515], [5.075, 3.532, -5.078], [1.884, 1.125, 6.270], [1.326, 7.200, -7.760], [6.253, 3.364, -5.833], [0.874, -1.338, -0.914], [1.906, -1.660, 1.425], [4.811, 2.672, -3.971], [1.002, -6.030, 0.442], [0.252, -2.271, 6.390], [-3.912, -0.918, -7.428]],
  "lowdin_charge": [0.1292, 0.0549, 0.8013, 0.0278, 0.0810, -0.2228, 0.0800, 0.1142, 0.0034, -0.0598, 0.0924, 0.0065, -0.3149, 0.0550, -0.2559, 0.7945, 0.1343, 0.0585, 0.1184, 0.1143, 0.0204, -0.1852, -0.2017, 0.0249, 0.1198, -0.1205, -0.1781, 0.1113, -0.3372, 0.0337, 0.0421, 0.1377, -0.3451, 0.0286, 0.0518, 0.1649, 0.0410, 0.0261, 0.0195, -0.0044, -0.0946, -0.1873, 0.0717, 0.1038, -0.0641, 0.1149, 0.0359, 0.1629, 0.0163, 0.1302, -0.2867, -0.3152, 0.1280, 0.0735, 0.0125, 0.0118, 0.1464, 0.0512, 0.1204, 0.1124, 0.0682, 0.8573, 0.1636, 0.1525, 0.0094, 0.0551, 0.0053, -0.0680, -0.1311, -0.2224, -0.0839, 0.1483, -0.1165, 0.1530, -0.0413, -0.1935, -0.2716, 0.1223, -0.0810, 0.1549, 0.0410, 0.1392, 0.8010, -0.2449, 0.1177, 0.0750, -0.0756, -0.0989, 0.1544, 0.1112, 0.0963, -0.3267, 0.0419, 0.1016, -0.0005, 0.1121, 0.1473, -0.2908, 0.1504, -0.0268, 0.1624, 0.0323, 0.1121, -0.1742, 0.1039, 0.0565, 0.0258, 0.0379, 0.1068, 0.0242, 0.0063, -0.2634, 0.0222, 0.0992, 0.1249, 0.1128, 0.1483, 0.0971, -0.2779, 0.1555, 0.0397, 0.1548, -0.1118, -0.1909, 0.0434, -0.3005, -0.3518, 0.1287, 0.0258, 0.1537, 0.1204, 0.0417, 0.0143, 0.0207, 0.0933, 0.1185, 0.0742, 0.1528, -0.3160, 0.1299, 0.1408, -0.1321, -0.2000, 0.1055, -0.0128, 0.0997, 0.1198, 0.0872, 0.0265, 0.1731, 0.0684, -0.0799, 0.0320, 0.1266, -0.2860, -0.0944, -0.0642, 0.0184, 0.0544, 0.0717, -0.1228, 0.0783, 0.1107, 0.0594, -0.0923, -0.1548, 0.0740, -0.0957, -0.2932, 0.1166]
}

=====

{
  "formula": "C5H4S3",
  "method": "the ωB97M-V functional and the def2-TZVPD basis",
  "total_energy_ha": -1387.4175,
  "homo_lumo_gap_ev": 8.3,
  "charge": 0,
  "multiplicity": 1,
  "elements": ["S", "H", "S", "C", "H", "S", "C", "C", "H", "C", "H", "C"],
  "coordinates": [[-1.218, -1.419, 0.446], [2.252, 0.725, 0.880], [-1.294, 1.536, -0.347], [0.289, -1.453, -0.505], [0.470, -2.518, -0.980], [-3.815, -0.034, -0.043], [1.291, -0.582, -0.475], [0.295, 1.519, 0.496], [0.436, 2.364, 1.177], [1.293, 0.654, 0.338], [2.190, -0.849, -0.994], [-2.189, 0.057, 0.007]],
  "lowdin_charge": [0.8275, 0.1176, 0.8526, -0.4295, 0.1086, 0.6026, -0.1918, -0.4012, 0.0686, -0.1791, 0.0975, -1.4735]
}

=====

Per-record lowest unoccupied orbital energy, Ha: -0.33630 -0.01746